{
  "formula": "C9H22ClNOP",
  "method": "ωB97M-V/def2-TZVPD",
  "lumo_energy_ha": [-0.16092, -0.12588],
  "total_charge": 1,
  "symbols": ["Cl", "P", "O", "N", "C", "C", "C", "C", "C", "C", "C", "C", "C", "H", "H", "H", "H", "H", "H", "H", "H", "H", "H", "H", "H", "H", "H", "H", "H", "H", "H", "H", "H", "H", "H"],
  "positions_angstrom": [[4.90, 1.41, 0.30], [0.97, -1.26, 0.97], [1.06, -2.43, -0.13], [-0.36, -0.15, 0.12], [1.64, -3.50, -0.39], [-1.20, -0.87, -0.81], [0.46, 1.01, -0.53], [-1.75, 1.67, 1.11], [-1.00, 0.33, 1.36], [1.33, 0.43, -1.62], [1.25, 1.87, 0.50], [-1.79, -0.76, 2.03], [-2.49, -0.20, -1.36], [-0.25, 1.68, -1.07], [-1.12, 2.15, 0.36], [-0.55, -1.01, -1.71], [2.65, -3.80, -0.08], [1.28, -4.07, -1.30], [2.18, 1.15, -1.66], [-1.72, -0.76, 3.13], [-2.24, 0.85, -1.81], [0.58, 2.35, 1.19], [2.13, 1.32, 0.81], [1.85, -0.58, -1.28], [-1.30, -1.58, 1.51], [-2.99, -0.77, -2.08], [-2.64, 1.55, 0.50], [-3.29, -0.10, -0.52], [-1.83, 2.16, 1.98], [0.97, 0.21, -2.63], [-0.16, 0.66, 2.11], [5.98, 0.96, -0.37], [1.62, 2.80, -0.08], [-2.86, -0.85, 1.77], [-1.31, -1.86, -0.33]],
  "lowdin_charge": [0.241, 1.177, -0.427, -0.336, -0.052, -0.218, -0.393, -0.011, -0.463, -0.076, -0.078, -0.065, -0.032, 0.135, 0.053, 0.121, 0.105, 0.114, 0.082, 0.110, 0.118, 0.065, 0.012, 0.091, 0.015, 0.055, 0.077, 0.102, 0.056, 0.089, 0.148, -0.171, 0.137, 0.100, 0.119]
}

{
  "formula": "C29H70F3Na3O17S",
  "method": "ωB97M-V/def2-TZVPD",
  "lumo_energy_ha": -0.24633,
  "total_charge": 2,
  "e_above_lowest_kj_mol": 1150.8,
  "symbols": ["S", "Na", "Na", "Na", "F", "F", "F", "O", "O", "O", "O", "O", "O", "O", "O", "O", "O", "O", "O", "O", "O", "O", "O", "O", "C", "C", "C", "C", "C", "C", "C", "C", "C", "C", "C", "C", "C", "C", "C", "C", "C", "C", "C", "C", "C", "C", "C", "C", "C", "C", "C", "C", "C", "H", "H", "H", "H", "H", "H", "H", "H", "H", "H", "H", "H", "H", "H", "H", "H", "H", "H", "H", "H", "H", "H", "H", "H", "H", "H", "H", "H", "H", "H", "H", "H", "H", "H", "H", "H", "H", "H", "H", "H", "H", "H", "H", "H", "H", "H", "H", "H", "H", "H", "H", "H", "H", "H", "H", "H", "H", "H", "H", "H", "H", "H", "H", "H", "H", "H", "H", "H", "H", "H"],
  "positions_angstrom": [[-5.89, 4.97, 2.66], [-2.65, 9.01, 1.39], [-2.01, 3.61, 4.95], [-4.84, 3.27, -1.99], [-8.24, 6.34, 2.59], [-8.12, 4.50, 3.99], [-7.26, 6.47, 4.53], [-16.25, 5.84, -1.09], [-8.40, 2.21, 8.62], [-7.57, -1.73, 2.16], [-6.32, 4.29, 1.41], [-1.24, 11.68, 1.62], [-5.08, 6.15, 2.34], [-5.81, -4.11, 1.27], [-7.73, -1.32, 7.62], [-2.77, 10.97, 3.78], [-13.69, 2.82, 2.67], [-16.05, 3.89, 3.86], [-5.53, 11.09, 0.36], [-8.63, 11.21, 0.35], [-13.11, 5.57, -1.84], [-5.30, 4.09, 3.68], [-6.46, 12.62, 9.60], [-9.75, 11.22, 8.48], [-6.59, 10.20, -0.11], [-13.54, 3.93, 3.56], [-8.27, 1.12, 7.65], [-4.15, 10.96, 4.12], [-8.29, 3.50, 8.11], [-11.87, 6.33, -1.66], [-7.50, 11.72, 9.70], [-15.67, 5.88, -2.41], [-6.20, 13.50, 10.67], [-7.89, 10.81, -0.67], [-9.43, 10.17, 7.63], [-17.14, 4.55, 4.58], [-14.19, 6.33, -2.52], [-6.27, -5.46, 1.62], [-0.90, 12.16, 2.92], [-0.13, 11.58, 0.74], [-6.73, -2.61, 3.01], [-7.40, -2.58, 8.23], [-7.53, 5.60, 3.54], [-2.16, 12.30, 3.73], [-9.09, 12.50, 0.11], [-8.64, 12.14, 8.68], [-16.54, 7.13, -0.46], [-12.45, 2.59, 1.93], [-14.82, 4.12, 4.55], [-5.32, 12.30, -0.39], [-5.47, -3.23, 2.34], [-6.87, -0.47, 1.82], [-8.10, -0.19, 8.52], [-7.45, -3.38, 3.29], [-17.06, 7.83, -1.12], [-12.31, 1.55, 1.63], [-5.96, -0.66, 1.26], [-14.71, 3.34, 5.30], [-4.56, 12.91, 0.11], [-8.40, 9.89, -0.95], [-5.57, -5.90, 2.34], [-6.43, -2.49, 8.72], [-5.06, -2.40, 1.76], [-11.60, 2.79, 2.58], [-7.36, -3.34, 7.45], [-17.17, 5.62, 4.82], [0.54, 10.82, 1.14], [-5.23, 13.93, 10.43], [-9.02, 13.05, 9.15], [-4.82, 11.69, 3.67], [0.32, 12.57, 0.63], [-6.21, 12.91, -0.55], [-11.17, 5.89, -0.95], [-0.41, 13.13, 2.99], [-9.87, 12.66, 0.85], [-4.78, 12.11, -1.33], [-7.21, -5.36, 2.16], [-9.04, 0.85, 6.94], [-6.35, -6.16, 0.79], [-0.51, 11.27, -0.23], [-12.49, 3.21, 1.03], [-4.56, 9.95, 4.00], [-17.38, 4.17, 5.57], [-6.42, -2.12, 3.93], [-7.26, 3.63, 7.80], [-12.54, 3.98, 4.00], [-15.57, 7.47, -0.10], [-1.92, 12.58, 4.76], [-7.47, 0.14, 1.15], [-8.04, -2.85, 9.07], [-10.37, 9.62, 7.63], [-12.14, 7.32, -1.30], [-6.99, 14.25, 10.69], [-8.01, 11.77, 10.66], [-4.18, 11.25, 5.17], [-8.42, 4.24, 8.90], [-8.13, 12.40, 7.76], [-17.05, 7.12, 0.50], [-0.22, 11.45, 3.37], [-7.87, 11.36, -1.61], [-8.97, 3.71, 7.29], [-6.71, 0.05, 2.76], [-14.10, 7.42, -2.44], [-2.83, 12.99, 3.22], [-9.58, 12.60, -0.86], [-11.34, 6.66, -2.56], [-7.32, -0.11, 9.27], [-6.74, 9.60, 0.78], [-14.81, 5.08, 5.07], [-9.19, 10.51, 6.62], [-13.55, 4.88, 3.02], [-8.62, 9.55, 8.01], [-6.09, 13.09, 11.67], [-4.68, -3.55, 3.01], [-7.13, 10.73, 9.46], [-15.93, 4.94, -2.90], [-18.06, 4.31, 4.06], [-9.04, -0.48, 9.01], [-8.38, 13.31, 0.28], [-13.99, 6.09, -3.56], [-16.31, 6.57, -2.96], [-7.32, 1.19, 7.11], [-6.21, 9.55, -0.90]],
  "lowdin_charge": [0.497, 0.812, 0.944, 0.959, 0.077, 0.143, 0.116, -0.201, -0.189, -0.189, -0.387, -0.217, -0.406, -0.202, -0.237, -0.225, -0.179, -0.167, -0.218, -0.138, -0.195, -0.382, -0.194, -0.180, -0.149, -0.181, -0.154, -0.089, -0.129, -0.098, -0.227, -0.177, -0.096, -0.286, -0.136, -0.112, -0.162, -0.064, -0.207, -0.077, -0.161, -0.106, -0.559, -0.151, -0.105, -0.164, -0.081, -0.082, -0.171, -0.089, -0.197, -0.079, -0.137, 0.114, 0.084, 0.082, 0.059, 0.110, 0.082, 0.128, 0.079, 0.074, 0.093, 0.068, 0.084, 0.080, 0.090, 0.089, 0.121, 0.093, 0.102, 0.078, 0.076, 0.138, 0.098, 0.084, 0.075, 0.124, 0.088, 0.088, 0.082, 0.087, 0.077, 0.111, 0.076, 0.099, 0.075, 0.139, 0.078, 0.082, 0.094, 0.068, 0.090, 0.125, 0.091, 0.089, 0.114, 0.080, 0.129, 0.137, 0.086, 0.083, 0.111, 0.135, 0.098, 0.070, 0.115, 0.126, 0.110, 0.084, 0.104, 0.079, 0.088, 0.121, 0.113, 0.123, 0.084, 0.119, 0.088, 0.113, 0.114, 0.110, 0.107]
}

{
  "formula": "C9H15N3O",
  "method": "ωB97M-V/def2-TZVPD",
  "lumo_energy_ha": 0.01626,
  "total_charge": 0,
  "e_above_lowest_kj_mol": 791.8,
  "symbols": ["O", "N", "N", "N", "C", "C", "C", "C", "C", "C", "C", "C", "C", "H", "H", "H", "H", "H", "H", "H", "H", "H", "H", "H", "H", "H", "H", "H"],
  "positions_angstrom": [[-3.62, -0.77, 0.21], [-1.45, -1.58, -0.46], [-0.20, -1.05, -0.21], [-2.54, 1.87, 0.02], [-0.39, 0.22, 0.07], [1.88, 1.13, -1.34], [2.45, -1.19, -0.08], [0.83, 1.16, -0.05], [2.19, -0.66, 1.40], [-1.82, 0.63, 0.06], [-2.43, -0.60, -0.16], [1.54, 0.80, 1.36], [2.77, 0.05, -0.94], [0.84, 0.64, 2.20], [1.72, -1.38, 2.59], [3.11, -2.05, 0.14], [0.31, 2.06, -0.06], [3.27, -0.43, -1.73], [-2.54, 2.19, 1.19], [2.42, 2.22, -1.30], [3.41, -0.41, 1.84], [1.22, 0.84, -2.39], [-2.01, -2.56, -0.78], [2.30, 1.71, 1.48], [0.27, -0.99, -1.21], [1.68, -1.84, -0.63], [3.74, 0.42, -0.27], [-3.50, 1.76, -0.11]],
  "lowdin_charge": [-0.015, 0.030, -0.017, 0.071, -0.194, -0.131, -0.267, -0.204, -0.215, -0.190, -0.487, -0.192, -0.297, 0.091, 0.198, 0.104, 0.090, 0.077, 0.189, 0.161, 0.146, 0.176, 0.260, 0.135, 0.193, 0.096, 0.166, 0.027]
}